i) The following is a quantum chemistry calculation of a molecular structure, C6H8N2, from the Open Molecules 2025 dataset.

As for the LUMO energy: 0.257 eV. The value obtained for the HOMO energy is -0.33528 Ha.

Last column: natural (NBO) charge in e.
Cartesian coordinates (Å):
C -1.320 0.394 -0.968  -0.6623
C -0.439 -0.338 0.023  -0.0661
C -0.953 -0.967 1.115  -0.2201
C 0.035 -1.219 2.061  -0.0090
C 0.833 0.096 -0.072  0.1621
C 1.391 1.069 -1.074  -0.6707
H -0.886 0.678 -2.166  0.2563
H -2.405 -0.184 -1.106  0.2217
H -1.869 1.546 -0.427  0.2311
H -2.004 -1.287 1.023  0.2347
H -0.372 -2.040 2.820  0.2019
H 1.039 2.116 -1.077  0.2448
H 2.526 0.928 -0.904  0.2540
H 1.357 0.414 -2.025  0.2271
N 1.369 -0.960 1.914  -0.1968
N 1.699 -0.246 0.863  -0.2088

=====

ii) The following is a quantum chemistry calculation of a single C6H8N2 molecule, from the Open Molecules 2025 dataset.

As for the LUMO energy: 0.902 eV. The value obtained for the HOMO energy is -0.31037 Ha.

Last column: natural (NBO) charge in e.
Cartesian coordinates (Å):
H 2.005 -0.272 -1.216  0.3380
N 2.385 0.573 -0.862  -0.6282
C 1.482 1.146 -0.087  0.2820
N 0.232 0.653 0.227  -0.4123
C -0.576 1.251 1.096  -0.0366
C -1.893 0.734 1.056  -0.2855
C -1.746 -0.494 0.295  -0.2777
C -0.465 -0.439 -0.222  0.1384
C 0.335 -1.585 -0.934  -0.6700
H 1.904 2.070 0.566  0.2021
H -0.250 2.229 1.570  0.2104
H -2.761 1.128 1.560  0.2296
H -2.569 -1.130 0.083  0.2308
H 0.702 -1.688 -2.065  0.2346
H -0.200 -2.515 -0.774  0.2339
H 1.415 -1.662 -0.295  0.2104

=====

Which is the most stable structure? ii) is the most stable.

=====

i) The following is a quantum chemistry calculation of a single C5H10O molecule, from the Open Molecules 2025 dataset.

As for the LUMO energy: 1.144 eV. The value obtained for the HOMO energy is -0.37010 Ha.

Last column: natural (NBO) charge in e.
Cartesian coordinates (Å):
C -0.580 1.305 -0.880  -0.6053
C -0.433 0.099 0.043  -0.2419
C -1.515 -0.953 -0.276  -0.6016
C 1.010 -0.397 0.041  0.0409
C 1.901 -0.204 1.200  -0.1079
O 1.262 -1.444 0.958  -0.4776
H 0.108 2.107 -0.596  0.2086
H -1.600 1.704 -0.847  0.2129
H -0.367 1.022 -1.918  0.2050
H -0.609 0.408 1.083  0.1972
H -2.510 -0.502 -0.139  0.2076
H -1.458 -1.821 0.388  0.2226
H -1.466 -1.307 -1.312  0.2029
H 1.710 -0.218 -0.763  0.1855
H 2.985 -0.293 1.064  0.1777
H 1.563 0.494 1.952  0.1736

=====

ii) The following is a quantum chemistry calculation of a molecular structure, C5H10O, from the Open Molecules 2025 dataset.

As for the LUMO energy: 1.060 eV. The value obtained for the HOMO energy is -0.30562 Ha.

Last column: natural (NBO) charge in e.
Cartesian coordinates (Å):
C -1.986 -0.155 0.385  -0.8122
C -0.703 -0.144 -0.231  0.1492
O -0.989 1.627 -0.883  -0.9170
C 0.544 0.007 0.546  -0.2908
C 1.556 -1.114 0.444  -0.3971
C 1.851 0.225 -0.154  -0.3969
H -2.015 -0.124 1.471  0.2193
H -2.765 -0.750 -0.085  0.2235
H -1.897 1.122 -0.212  0.4536
H -0.575 -0.616 -1.206  0.1991
H -1.236 1.610 -1.823  0.4650
H 0.413 0.463 1.524  0.2281
H 2.071 -1.407 1.353  0.2222
H 1.333 -1.939 -0.228  0.2145
H 1.818 0.330 -1.235  0.2168
H 2.581 0.864 0.335  0.2228

=====

iii) The following is a quantum chemistry calculation of 2 unconnected molecules or ions with the total composition C5H10O, from the Open Molecules 2025 dataset.

As for the LUMO energy (spin up / spin down): -0.054 / -0.053 eV. The value obtained for the HOMO energy (spin up / spin down) is -0.28707 / -0.28710 Ha.

Last column: natural (NBO) charge in e.
Cartesian coordinates (Å):
C -1.309 1.200 -1.327  -0.6027
C -0.292 0.817 -0.247  -0.4131
C 0.389 -0.513 -0.528  -0.4255
C 1.379 -0.361 1.622  -0.3008
C -0.058 -1.683 0.096  0.3345
O 0.028 -1.835 1.341  -0.5484
H -2.114 0.459 -1.386  0.2037
H -1.759 2.178 -1.121  0.2072
H -0.830 1.250 -2.312  0.2019
H 0.461 1.620 -0.175  0.1922
H -0.787 0.783 0.732  0.2099
H 0.672 -0.618 -1.581  0.2045
H 0.957 -0.376 2.622  0.1911
H 2.204 -1.049 1.476  0.2000
H 1.554 0.648 1.257  0.1774
H -0.494 -2.521 -0.469  0.1681

=====

Which is the most stable structure? i) is the most stable.

=====

i) The following is a quantum chemistry calculation of 2 unconnected molecules or ions with the total composition C5H10O, from the Open Molecules 2025 dataset.

As for the LUMO energy: 0.949 eV. The value obtained for the HOMO energy is -0.32420 Ha.

Last column: natural (NBO) charge in e.
Cartesian coordinates (Å):
C -0.453 0.696 -2.418  -0.3748
C 0.259 0.918 -1.312  -0.2130
C -0.181 0.549 0.036  -0.2592
C 0.611 0.717 1.098  -0.1622
C 0.162 0.436 2.508  -0.6509
H -0.237 1.349 -3.251  0.2019
H -1.375 0.128 -2.368  0.1979
H 1.160 1.519 -1.414  0.1965
H -1.256 0.377 0.115  0.2156
H 1.415 1.438 1.020  0.2011
H -0.856 0.049 2.463  0.2100
H 0.743 -0.366 2.963  0.2198
H 0.149 1.276 3.202  0.2208
O -0.334 -2.542 -0.261  -0.9372
H -0.080 -1.731 0.212  0.4709
H 0.498 -3.029 -0.191  0.4628

=====

ii) The following is a quantum chemistry calculation of a molecular structure, C5H10O, from the Open Molecules 2025 dataset.

As for the LUMO energy: 0.684 eV. The value obtained for the HOMO energy is -0.29180 Ha.

Last column: natural (NBO) charge in e.
Cartesian coordinates (Å):
C -1.631 1.020 0.177  -0.6079
C -1.500 -0.488 0.380  -0.3887
C -0.059 -0.907 0.676  -0.5336
C 0.957 -0.937 -0.441  0.2221
C 2.285 0.422 -0.938  -0.2762
O 2.214 -0.611 0.024  -0.5274
H -1.036 1.346 -0.684  0.2035
H -1.272 1.569 1.057  0.2029
H -2.671 1.312 0.002  0.2135
H -1.872 -1.025 -0.501  0.2070
H -2.133 -0.796 1.224  0.2061
H -0.049 -1.984 0.927  0.2579
H 0.329 -0.376 1.553  0.2094
H 1.220 -0.239 -1.543  0.2370
H 3.242 0.405 -1.471  0.1960
H 2.025 1.402 -0.532  0.1785

=====

Which is the most stable structure? i) is the most stable.

=====

i) The following is a quantum chemistry calculation of a single C5H10O molecule, from the Open Molecules 2025 dataset.

As for the LUMO energy: 0.853 eV. The value obtained for the HOMO energy is -0.35278 Ha.

Last column: natural (NBO) charge in e.
Cartesian coordinates (Å):
C -0.885 -0.732 -0.893  -0.6018
C -0.024 0.159 0.010  -0.1424
C 0.331 1.459 -0.877  -0.6201
C 0.957 -1.108 0.745  -0.5833
C -0.617 0.613 1.312  0.4219
O -0.611 -0.113 2.280  -0.5312
H -1.624 -0.222 -1.521  0.2069
H -0.192 -1.240 -1.577  0.2134
H -1.381 -1.487 -0.284  0.2198
H -0.521 1.752 -1.533  0.2164
H 1.160 1.313 -1.571  0.2239
H 0.543 2.378 -0.309  0.2141
H 0.426 -1.866 1.380  0.2416
H 1.348 -1.669 -0.088  0.1879
H 1.747 -0.753 1.421  0.2138
H -0.965 1.651 1.447  0.1191

=====

ii) The following is a quantum chemistry calculation of a single C5H10O molecule, from the Open Molecules 2025 dataset.

As for the LUMO energy: 0.921 eV. The value obtained for the HOMO energy is -0.35292 Ha.

Last column: natural (NBO) charge in e.
Cartesian coordinates (Å):
C -0.700 1.264 -0.618  -0.6012
C -0.072 0.015 -0.012  -0.1059
C -1.107 -1.092 0.190  -0.6026
C 0.856 0.265 1.196  -0.0478
O 1.981 -0.318 0.525  -0.5377
C 1.229 -0.468 -0.685  -0.0481
H -1.188 1.035 -1.573  0.2109
H 0.049 2.044 -0.799  0.2108
H -1.460 1.677 0.057  0.2098
H -1.277 -1.637 -0.747  0.2102
H -0.782 -1.822 0.941  0.2137
H -2.070 -0.682 0.515  0.2097
H 0.604 -0.274 2.118  0.1713
H 1.028 1.325 1.432  0.1676
H 1.227 -1.506 -1.045  0.1715
H 1.600 0.189 -1.485  0.1677

=====

Which is the most stable structure? ii) is the most stable.

=====

i) The following is a quantum chemistry calculation of a molecular structure, C5H10O, from the Open Molecules 2025 dataset.

As for the LUMO energy: 0.739 eV. The value obtained for the HOMO energy is -0.29596 Ha.

Last column: natural (NBO) charge in e.
Cartesian coordinates (Å):
C 1.097 0.340 -1.096  -0.6385
C 0.068 0.156 0.002  -0.0453
C 0.407 0.894 1.291  -0.6338
C -0.415 -1.294 0.260  -0.0781
O -1.793 -1.073 0.453  -0.5492
C -2.010 -0.042 -0.467  -0.0683
H 1.293 1.400 -1.294  0.2225
H 0.781 -0.137 -2.030  0.2226
H 2.055 -0.115 -0.798  0.2224
H 0.609 1.956 1.110  0.2183
H -0.414 0.807 2.010  0.2339
H 1.305 0.453 1.746  0.2203
H 0.027 -1.780 1.143  0.1831
H -0.234 -1.921 -0.630  0.1706
H -1.052 0.781 -0.226  0.2215
H -1.724 -0.427 -1.476  0.0977

=====

ii) The following is a quantum chemistry calculation of a single C5H10O molecule, from the Open Molecules 2025 dataset.

As for the LUMO energy: 0.993 eV. The value obtained for the HOMO energy is -0.35218 Ha.

Last column: natural (NBO) charge in e.
Cartesian coordinates (Å):
C -1.140 -1.170 -0.184  -0.6258
C -0.228 0.042 -0.073  0.2621
C -1.014 1.334 0.085  -0.6242
C 0.954 -0.121 0.914  -0.4539
C 1.780 -0.110 -0.492  -0.0498
O 0.644 0.132 -1.227  -0.5402
H -1.819 -1.061 -1.037  0.2164
H -1.745 -1.286 0.724  0.2114
H -0.556 -2.084 -0.328  0.2127
H -1.687 1.480 -0.767  0.2165
H -0.338 2.194 0.137  0.2136
H -1.617 1.313 1.001  0.2105
H 0.991 -1.079 1.437  0.2021
H 1.085 0.697 1.626  0.2047
H 2.279 -1.032 -0.663  0.1734
H 2.404 0.760 -0.260  0.1707

=====

Which is the most stable structure? ii) is the most stable.